1 | Molecular formula: C2H10N3
Method: DFT, the ωB97M-V functional and the def2-TZVPD basis

- expectation value of S² = 0.75
- spin multiplicity = 2
- orbital gap (spin up / spin down) (eV) = 4.06 / 10.42

Positions of all 15 atoms, in Å:
C (1.379, -0.175, 0.225)
N (1.160, -0.947, -0.980)
H (1.457, -0.810, 1.054)
H (2.240, 0.486, 0.054)
H (1.537, -0.513, -1.810)
H (1.422, -1.916, -0.879)
N (0.291, 0.845, 0.382)
C (-1.068, 0.248, 0.805)
N (-1.844, -0.088, -0.303)
H (0.164, 1.341, -0.525)
H (0.701, 1.616, 0.988)
H (-0.781, -0.611, 1.358)
H (-1.526, 0.966, 1.477)
H (-2.552, 0.551, -0.611)
H (-1.663, -0.920, -0.826)

2 | Molecular formula: C2H10N3
Method: DFT, the ωB97M-V functional and the def2-TZVPD basis

- expectation value of S² = 0.75
- spin multiplicity = 2
- orbital gap (spin up / spin down) (eV) = 5.10 / 9.74

Positions of all 15 atoms, in Å:
C (0.017, 2.551, 0.232)
N (-0.917, 1.435, 0.293)
H (-0.454, 3.532, 0.449)
H (0.720, 2.486, 1.055)
H (0.448, 2.606, -0.776)
H (-1.544, 1.363, -0.503)
H (-1.582, 1.527, 1.052)
H (-0.290, -0.932, 0.980)
N (1.344, -1.676, -0.938)
C (0.297, -2.381, -0.390)
N (-0.494, -1.832, 0.583)
H (1.923, -2.143, -1.609)
H (1.809, -0.869, -0.558)
H (0.019, -3.356, -0.808)
H (-1.294, -2.312, 0.939)

In terms of stability, 2 leads; the second structure lies 1.384 eV higher.

1 | Molecular formula: C4H5IN2O
Method: DFT, the ωB97M-V functional and the def2-TZVPD basis

- orbital gap (spin up / spin down) (eV) = 6.76 / 6.75

Positions of all 13 atoms, in Å:
C (-0.103, -2.309, -0.520)
C (-0.140, -0.373, -1.587)
C (0.054, -1.648, 0.606)
C (0.116, 2.114, 0.847)
N (0.039, 0.150, -0.410)
N (0.325, 1.410, -0.314)
O (-0.162, -1.694, -1.678)
I (-0.278, -1.808, 2.547)
H (-0.130, -3.318, -0.592)
H (-0.069, 0.196, -2.452)
H (0.687, 1.750, 1.713)
H (0.593, 3.156, 0.818)
H (-0.931, 2.372, 1.023)

2 | Molecular formula: C4H5IN2O
Method: DFT, the ωB97M-V functional and the def2-TZVPD basis

- orbital gap (eV) = 8.55

Positions of all 13 atoms, in Å:
C (-0.250, -2.110, 0.854)
C (-0.473, -0.301, -0.493)
C (0.849, -1.158, 1.499)
C (-0.722, 0.737, -1.460)
N (-0.853, -1.460, -0.250)
N (0.819, 0.085, 0.779)
O (-0.437, -3.246, 1.105)
I (0.564, 1.644, 2.035)
H (0.739, -1.136, 2.563)
H (1.725, -1.713, 1.249)
H (-1.713, 0.795, -1.832)
H (-0.056, 0.767, -2.437)
H (-0.554, 1.744, -1.046)

In terms of stability, 2 leads; the second structure lies 3.857 eV higher.

1 | Molecular formula: H7O4
Method: DFT, the ωB97M-V functional and the def2-TZVPD basis

- charge = -1
- orbital gap (eV) = 9.41

Positions of all 11 atoms, in Å:
O (-0.483, -0.320, 0.297)
H (-1.395, -0.142, 0.540)
O (-0.386, -1.150, -2.194)
H (-0.522, -0.858, -1.235)
H (0.446, -1.625, -2.155)
O (0.543, 1.911, -0.893)
H (0.705, 1.450, -1.720)
H (0.025, 1.226, -0.399)
O (0.416, -0.405, 2.787)
H (0.114, -0.350, 1.822)
H (-0.353, -0.159, 3.309)

2 | Molecular formula: H7O4
Method: DFT, the ωB97M-V functional and the def2-TZVPD basis

- charge = -1
- orbital gap (eV) = 9.33

Positions of all 11 atoms, in Å:
O (0.015, 0.200, 0.807)
H (-0.134, 0.308, 1.813)
O (2.234, 1.294, -1.274)
H (1.440, 1.513, -0.802)
H (2.202, 0.415, -1.363)
O (-2.462, 0.101, 0.780)
H (-2.778, 0.788, 0.230)
H (-1.431, 0.157, 0.739)
O (0.254, -1.640, -0.749)
H (0.154, -0.863, -0.157)
H (0.505, -2.274, -0.023)

3 | Molecular formula: H7O4
Method: DFT, the ωB97M-V functional and the def2-TZVPD basis

- charge = -1
- orbital gap (eV) = 8.92

Positions of all 11 atoms, in Å:
O (0.491, 0.052, -0.588)
H (1.029, -0.620, -1.019)
O (0.431, -1.476, 1.630)
H (0.367, -0.802, 0.880)
H (-0.036, -2.184, 1.183)
O (1.964, 1.661, 0.545)
H (2.556, 1.681, -0.221)
H (1.224, 0.935, 0.063)
O (-2.951, 0.186, -1.102)
H (-3.078, 0.549, -0.221)
H (-1.997, 0.019, -1.150)

In terms of stability, 1 leads; the second structure lies 0.541 eV higher.

1 | Molecular formula: C2H3ClO2S
Method: DFT, the ωB97M-V functional and the def2-TZVPD basis

- orbital gap (eV) = 8.72

Positions of all 9 atoms, in Å:
C (0.408, -0.396, -0.935)
C (-0.594, 0.293, -1.523)
O (0.801, -1.232, 2.467)
O (0.407, 1.105, 2.028)
S (0.004, -0.061, 2.693)
Cl (-2.228, 0.606, -0.893)
H (1.371, -0.371, -1.513)
H (0.273, -0.663, 0.125)
H (-0.441, 0.720, -2.449)

2 | Molecular formula: C2H3ClO2S
Method: DFT, the ωB97M-V functional and the def2-TZVPD basis

- SMILES = C=CS(=O)(=O)Cl
- orbital gap (eV) = 11.06

Positions of all 9 atoms, in Å:
C (-0.157, 0.084, 0.430)
C (-0.291, 0.088, -0.875)
S (-1.324, 1.452, -1.445)
O (-1.182, 1.538, -2.912)
O (-1.099, 2.648, -0.549)
Cl (-3.135, 0.668, -1.043)
H (0.309, -0.835, 0.963)
H (-0.694, 0.957, 0.960)
H (0.156, -0.336, -1.698)

In terms of stability, 1 leads; the second structure lies 0.655 eV higher.

1 | Molecular formula: C3H8NO3
Method: DFT, the ωB97M-V functional and the def2-TZVPD basis

- charge = +1
- orbital gap (eV) = 11.63

Positions of all 15 atoms, in Å:
C (0.599, 0.537, 0.001)
C (1.847, -0.540, 1.547)
C (2.553, 0.759, 1.151)
N (-2.478, -0.076, -1.927)
O (0.609, -0.497, 0.852)
O (-0.261, 0.737, -0.812)
O (1.630, 1.291, 0.096)
H (1.536, -0.518, 2.580)
H (-1.571, -0.012, -1.252)
H (2.526, -1.289, 1.299)
H (3.579, 0.666, 0.513)
H (2.716, 1.402, 2.101)
H (-2.447, -0.780, -2.648)
H (-2.646, 0.833, -2.364)
H (-3.190, 0.066, -1.233)

2 | Molecular formula: C3H8NO3
Method: DFT, the ωB97M-V functional and the def2-TZVPD basis

- SMILES = C=C(O)C([NH3+])(O)O
- charge = +1
- orbital gap (eV) = 10.32

Positions of all 15 atoms, in Å:
C (2.015, -0.724, -0.242)
C (0.721, -0.860, 0.049)
O (-0.142, -1.943, 0.007)
C (-0.135, 0.726, 0.213)
N (-1.866, 0.202, 0.062)
O (0.072, 1.248, 1.437)
O (0.096, 1.614, -0.749)
H (2.516, -1.737, -0.222)
H (2.668, 0.140, -0.101)
H (0.250, -2.767, -0.469)
H (-2.398, 0.781, 0.874)
H (-2.122, 0.535, -0.935)
H (-1.703, -0.854, 0.221)
H (-0.009, 2.267, 1.481)
H (0.038, 1.370, -1.625)

In terms of stability, 1 leads; the second structure lies 2.363 eV higher.

1 | Molecular formula: C4H10Se
Method: DFT, the ωB97M-V functional and the def2-TZVPD basis

- SMILES = C=C(C)C.[SeH2]
- orbital gap (eV) = 9.97

Positions of all 15 atoms, in Å:
C (0.001, 0.488, -1.214)
C (0.574, 0.648, -0.014)
C (2.030, 1.013, 0.289)
C (-0.024, 0.597, 1.379)
H (-1.088, 0.438, -1.292)
H (0.603, 0.412, -2.059)
H (2.655, 0.611, -0.607)
H (2.151, 2.157, 0.165)
H (2.412, 0.520, 1.182)
H (0.602, -0.197, 1.986)
H (-0.151, 1.614, 1.978)
H (-1.044, 0.089, 1.199)
Se (-2.331, -2.681, -0.796)
H (-3.536, -2.044, -0.702)
H (-2.853, -3.666, -1.494)

2 | Molecular formula: C4H10Se
Method: DFT, the ωB97M-V functional and the def2-TZVPD basis

- orbital gap (eV) = 9.13

Positions of all 15 atoms, in Å:
C (-0.553, 1.992, -0.151)
C (0.060, -2.215, -0.103)
C (-0.617, 0.505, 0.226)
C (0.372, -0.347, -0.573)
Se (2.144, 0.061, -0.161)
H (-1.492, 2.506, 0.025)
H (0.250, 2.533, 0.386)
H (-0.221, 2.093, -1.112)
H (0.116, -2.025, 1.022)
H (-1.010, -2.284, -0.359)
H (0.658, -3.062, -0.375)
H (-1.623, 0.159, 0.251)
H (-0.295, 0.521, 1.202)
H (0.215, -0.576, -1.563)
H (1.996, 0.139, 1.286)

In terms of stability, 2 leads; the second structure lies 0.111 eV higher.